[1]
A structure of composition C31H61BClN6O5S3Si3W, computed with ωB97M-V/def2-TZVPD.

The geometry in ORCA input format:
```
! wB97M-V def2-TZVPD RIJCOSX def2/J DEFGRID3
* xyz 1 3
W 0.178 0.578 0.063
C 3.963 1.786 -3.051
C 4.965 1.622 -1.920
C 5.051 2.853 -1.020
C 6.353 1.371 -2.503
N 4.561 0.417 -1.115
C 5.216 -0.795 -1.206
C 4.632 -1.636 -0.333
N 3.621 -0.957 0.310
B 3.107 -1.564 1.650
N 2.053 -2.687 1.485
C 2.014 -3.720 2.391
C 0.942 -4.487 2.105
N 0.311 -3.922 1.015
C 0.996 -2.809 0.677
S 0.667 -1.770 -0.667
C -0.932 -4.471 0.374
C -2.039 -3.420 0.434
C -1.378 -5.699 1.162
C -0.614 -4.890 -1.057
N 2.655 -0.537 2.725
C 3.569 -0.140 3.678
C 2.890 0.196 4.787
N 1.545 0.004 4.536
C 1.421 -0.379 3.247
S -0.044 -0.589 2.328
C 0.596 -0.022 5.712
C -0.833 -0.356 5.320
C 1.105 -1.126 6.643
C 0.657 1.336 6.406
C 3.564 0.282 -0.203
S 2.394 1.513 0.208
H 4.136 2.735 -3.557
H 2.944 1.779 -2.676
H 4.080 0.983 -3.779
H 5.490 3.665 -1.599
H 5.696 2.661 -0.163
H 4.083 3.189 -0.665
H 6.653 2.271 -3.037
H 6.362 0.556 -3.225
H 7.095 1.181 -1.728
H 6.047 -0.955 -1.861
H 4.876 -2.649 -0.079
H 4.067 -2.110 2.121
H 2.762 -3.828 3.153
H 0.597 -5.386 2.572
H -2.106 -2.983 1.431
H -2.989 -3.901 0.204
H -1.878 -2.624 -0.286
H -1.639 -5.453 2.191
H -0.626 -6.488 1.156
H -2.270 -6.095 0.680
H -0.286 -4.050 -1.664
H -1.514 -5.304 -1.510
H 0.158 -5.660 -1.071
H 4.626 -0.173 3.493
H 3.243 0.532 5.742
H -0.902 -1.332 4.842
H -1.406 -0.402 6.246
H -1.281 0.390 4.676
H 1.054 -2.099 6.153
H 0.471 -1.156 7.527
H 2.128 -0.956 6.973
H 0.458 2.144 5.707
H 1.621 1.507 6.883
H -0.101 1.360 7.188
C 1.666 -0.554 -3.226
O 0.942 0.351 -2.395
Si -0.606 0.887 -2.872
C -1.667 -0.669 -3.003
C -0.560 1.625 -4.584
C -0.830 1.923 -1.367
Si -0.275 3.722 -1.644
C 0.155 4.736 -0.138
C -1.693 4.566 -2.546
C 1.260 3.926 -2.712
Si -2.626 1.846 -0.808
C -2.628 0.177 0.132
C -3.822 1.800 -2.276
C -3.298 3.184 0.319
H 1.906 -0.049 -4.163
H 1.089 -1.456 -3.436
H 2.587 -0.839 -2.721
H -1.788 -0.949 -4.051
H -2.664 -0.558 -2.592
H -1.202 -1.511 -2.491
H -0.571 0.820 -5.320
H 0.304 2.258 -4.781
H -1.450 2.227 -4.763
H -0.704 5.023 0.462
H 0.616 5.649 -0.525
H 0.877 4.260 0.526
H -2.623 4.564 -1.981
H -1.888 4.097 -3.511
H -1.434 5.608 -2.737
H 2.153 3.850 -2.092
H 1.222 4.948 -3.095
H 1.380 3.263 -3.563
H -1.668 -0.404 0.053
H -3.330 -0.546 -0.284
H -2.819 0.304 1.198
H -3.387 1.535 -3.236
H -4.270 2.785 -2.393
H -4.638 1.099 -2.089
H -3.549 2.770 1.295
H -4.204 3.605 -0.115
H -2.600 3.999 0.497
O -1.160 4.014 2.595
Cl -0.804 2.648 2.665
O -1.830 1.858 3.254
O 0.466 2.452 3.274
O -0.689 2.178 1.209
*
```

Lowest unoccupied orbital energy (spin up / spin down) ... -3.125 / -2.969 eV
Relative energy (zero: lowest compared OMol25 entry of this formula, charge and spin) ... 0.233 eV
HOMO-LUMO gap (spin up / spin down) ... 7.0 / 7.9 eV

[2]
A cluster of 5 separate species, C31H61F4N2O11P in total at a distorted geometry, computed with ωB97M-V/def2-TZVPD.

The geometry in ORCA input format:
```
! wB97M-V def2-TZVPD RIJCOSX def2/J DEFGRID3
* xyz 0 1
C -9.890 1.700 -1.362
C -8.552 1.082 -1.019
O -7.548 2.022 -1.299
C -6.238 1.534 -1.044
C -5.471 2.686 -0.453
O -4.083 2.458 -0.564
C -3.322 3.638 -0.608
C -2.075 3.465 0.211
O -1.382 2.348 -0.292
C 0.019 2.382 -0.071
P 0.583 0.537 0.195
C 0.093 0.654 1.987
C 1.089 1.309 2.927
O 1.915 0.343 3.508
C 0.314 2.050 4.042
N -0.096 3.416 3.722
C 2.195 0.998 -0.612
C 3.496 0.242 -0.443
O 3.491 -0.991 -1.114
C 4.087 0.134 0.950
F 5.433 -0.088 0.791
F 3.622 -0.884 1.665
F 3.971 1.286 1.626
C 0.930 -1.370 0.301
O 1.113 -2.012 1.307
N 0.823 -2.072 -0.943
C 1.277 -3.406 -0.855
O 0.544 -4.381 -0.837
F 2.609 -3.561 -0.810
H -9.758 2.391 -2.184
H -10.303 2.262 -0.540
H -10.627 0.967 -1.660
H -8.559 0.825 0.039
H -8.422 0.158 -1.580
H -6.273 0.687 -0.370
H -5.803 1.227 -1.990
H -5.726 2.752 0.601
H -5.798 3.583 -0.966
H -3.892 4.501 -0.281
H -3.003 3.807 -1.636
H -1.474 4.367 0.170
H -2.393 3.271 1.237
H 0.470 2.822 -0.962
H 0.266 3.032 0.766
H -0.508 0.223 -0.662
H -0.264 -0.286 2.377
H -0.774 1.300 1.969
H 1.631 2.091 2.391
H 2.709 0.755 3.842
H -0.520 1.454 4.380
H 0.998 2.099 4.883
H -1.030 3.408 3.339
H 0.516 3.819 3.029
H 2.012 1.052 -1.678
H 2.404 2.019 -0.330
H 4.240 0.847 -0.958
H 4.256 -1.496 -0.834
H 1.239 -1.554 -1.706
C -13.652 5.654 -0.582
C -13.541 5.425 -2.086
C -12.364 4.462 -2.166
O -12.392 3.689 -0.963
C -13.307 4.276 -0.034
H -14.632 6.003 -0.260
H -12.907 6.385 -0.259
H -14.448 4.943 -2.458
H -13.381 6.336 -2.660
H -11.412 5.001 -2.209
H -12.421 3.792 -3.024
H -14.196 3.639 0.025
H -12.843 4.314 0.952
C 5.900 -4.237 2.324
C 6.381 -2.960 1.642
C 7.853 -2.941 2.026
O 8.259 -4.305 2.153
C 7.106 -5.152 2.151
H 4.990 -4.651 1.893
H 5.719 -4.048 3.384
H 6.277 -3.054 0.556
H 5.854 -2.072 1.960
H 8.005 -2.447 2.991
H 8.480 -2.447 1.282
H 7.067 -5.682 1.193
H 7.200 -5.888 2.950
C 10.906 -1.324 2.975
C 11.244 -0.973 1.529
C 11.826 0.426 1.677
O 12.447 0.471 2.962
C 12.062 -0.676 3.725
H 10.826 -2.393 3.162
H 9.962 -0.856 3.262
H 12.003 -1.659 1.146
H 10.388 -1.005 0.856
H 11.039 1.188 1.645
H 12.566 0.662 0.912
H 12.921 -1.353 3.790
H 11.792 -0.363 4.734
C 0.948 -5.714 -3.966
C 1.593 -5.917 -5.334
C 0.378 -6.197 -6.208
O -0.710 -5.469 -5.633
C -0.342 -4.995 -4.335
H 1.562 -5.148 -3.269
H 0.723 -6.681 -3.511
H 2.085 -4.996 -5.656
H 2.327 -6.721 -5.360
H 0.123 -7.262 -6.205
H 0.516 -5.879 -7.242
H -0.189 -3.911 -4.393
H -1.153 -5.191 -3.634
*
```

Structure (SMILES) ... CCOCCOCCOC[PH](C[C@H](O)CN)(C[C@H](O)C(F)(F)F)C(=O)NC(=O)F.C1CCOC1.C1CCOC1.C1CCOC1.C1CCOC1
Lowest unoccupied orbital energy ... 0.148 eV
HOMO-LUMO gap ... 8.7 eV

[3]
A cluster of 7 separate species, C31H61N2O19 in total at a distorted geometry, computed with ωB97M-V/def2-TZVPD.

The geometry in ORCA input format:
```
! wB97M-V def2-TZVPD RIJCOSX def2/J DEFGRID3
* xyz 1 1
C 8.753 -2.026 -2.092
C 8.494 -0.645 -2.999
C 7.943 0.550 -2.021
C 6.752 1.478 -2.659
O 5.417 1.270 -2.063
N 4.942 0.035 -2.313
C 4.035 -0.763 -1.373
C 3.733 -2.220 -2.114
N 4.441 -2.251 -3.457
C 5.102 -0.890 -3.500
H 9.896 -1.990 -1.755
H 8.077 -2.065 -1.138
H 8.634 -3.003 -2.734
H 7.855 -0.841 -3.959
H 9.576 -0.324 -3.383
H 8.870 1.271 -1.814
H 7.625 0.111 -0.971
H 6.749 1.425 -3.852
H 7.044 2.609 -2.414
H 3.635 -0.392 -0.329
H 3.074 -3.104 -1.706
H 4.500 -2.987 -4.198
H 5.747 -0.489 -4.399
C 6.274 6.037 -4.598
C 7.429 5.149 -5.030
O 8.577 5.935 -5.381
C 9.288 6.435 -4.340
O 9.040 6.268 -3.155
O 10.304 7.179 -4.839
C 11.074 7.846 -3.843
H 6.057 6.788 -5.364
H 5.375 5.441 -4.418
H 6.513 6.582 -3.679
H 7.140 4.594 -5.928
H 7.684 4.412 -4.261
H 11.437 7.148 -3.082
H 10.476 8.641 -3.385
H 11.940 8.302 -4.332
C -1.090 2.827 -3.049
C -0.450 4.202 -2.953
O 0.512 4.247 -1.890
C 1.705 3.657 -2.151
O 2.022 3.110 -3.197
O 2.476 3.750 -1.041
C 3.728 3.078 -1.150
H -1.510 2.528 -2.084
H -1.885 2.823 -3.800
H -0.355 2.064 -3.325
H -1.221 4.941 -2.712
H 0.006 4.505 -3.901
H 4.280 3.401 -2.039
H 3.566 1.996 -1.167
H 4.324 3.325 -0.267
C -4.685 -2.886 -3.359
C -3.530 -3.774 -3.790
O -2.382 -2.988 -4.141
C -1.671 -2.488 -3.101
O -1.919 -2.655 -1.915
O -0.655 -1.744 -3.600
C 0.115 -1.077 -2.604
H -4.902 -2.135 -4.125
H -5.584 -3.482 -3.178
H -4.446 -2.341 -2.440
H -3.819 -4.329 -4.689
H -3.274 -4.511 -3.022
H 0.478 -1.775 -1.843
H -0.483 -0.282 -2.146
H 0.981 -0.620 -3.092
C -0.464 -1.016 3.419
C -1.269 -0.529 2.226
O -1.491 0.886 2.300
C -0.434 1.666 1.965
O 0.665 1.270 1.606
O -0.794 2.962 2.126
C 0.265 3.888 1.901
H -0.938 -0.708 4.356
H -0.373 -2.105 3.405
H 0.544 -0.588 3.419
H -2.255 -1.004 2.239
H -0.792 -0.797 1.277
H 0.734 3.731 0.924
H 1.005 3.805 2.703
H -0.156 4.898 1.921
C -6.164 -3.611 5.454
C -6.969 -3.124 4.260
O -7.191 -1.709 4.335
C -6.134 -0.929 4.000
O -5.035 -1.325 3.641
O -6.494 0.367 4.161
C -5.435 1.293 3.936
H -6.638 -3.304 6.391
H -6.073 -4.700 5.440
H -5.156 -3.184 5.454
H -7.955 -3.599 4.273
H -6.492 -3.392 3.312
H -4.966 1.136 2.959
H -4.695 1.210 4.738
H -5.856 2.302 3.956
C -10.935 -8.018 7.870
C -11.740 -7.531 6.677
O -11.963 -6.116 6.751
C -10.905 -5.336 6.416
O -9.806 -5.732 6.057
O -11.266 -4.040 6.577
C -10.207 -3.114 6.352
H -11.410 -7.711 8.807
H -10.845 -9.107 7.856
H -9.927 -7.591 7.871
H -12.726 -8.006 6.690
H -11.263 -7.799 5.728
H -9.737 -3.271 5.376
H -9.467 -3.197 7.155
H -10.628 -2.105 6.373
*
```

Lowest unoccupied orbital energy ... -4.011 eV
HOMO-LUMO gap ... 7.8 eV

[4]
A cluster of 14 separate species, C31H62BCl26FN2O in total at a distorted geometry, computed with ωB97M-V/def2-TZVPD.

The geometry in ORCA input format:
```
! wB97M-V def2-TZVPD RIJCOSX def2/J DEFGRID3
* xyz 0 1
C -2.755 -1.266 -1.473
C -2.853 -0.664 -2.818
C -3.635 0.574 -2.838
N -2.317 -1.100 -3.862
B -2.028 -2.474 -3.958
N -0.757 -3.040 -3.440
C -3.074 -3.436 -4.680
C -3.702 -4.334 -3.739
O -3.278 -5.329 -3.342
F -4.874 -3.917 -3.333
H -3.653 -1.808 -1.260
H -2.691 -0.459 -0.784
H -1.886 -1.854 -1.343
H -2.990 1.386 -2.583
H -3.978 0.755 -3.825
H -4.415 0.548 -2.113
H -0.298 -3.517 -4.204
H -0.945 -3.754 -2.751
H -2.527 -4.065 -5.340
H -3.797 -2.923 -5.265
Cl 0.503 -4.125 0.587
C 0.860 -2.479 1.181
C -0.150 -2.013 2.190
Cl -1.740 -1.741 1.426
H 0.892 -1.817 0.324
H 1.848 -2.513 1.631
H 0.147 -1.063 2.629
H -0.273 -2.735 2.992
Cl -3.921 1.192 0.663
C -5.408 1.314 1.641
C -6.535 0.517 1.050
Cl -7.118 1.216 -0.488
H -5.664 2.363 1.731
H -5.169 0.935 2.632
H -7.378 0.513 1.737
H -6.240 -0.510 0.857
Cl 3.259 -3.529 -3.290
C 2.835 -1.857 -3.743
C 3.629 -0.878 -2.918
Cl 3.118 -0.879 -1.212
H 1.761 -1.728 -3.629
H 3.092 -1.736 -4.794
H 3.491 0.137 -3.286
H 4.686 -1.117 -2.951
Cl 5.604 -3.131 -0.176
C 7.349 -2.903 -0.471
C 7.762 -1.460 -0.546
Cl 7.162 -0.623 -2.001
H 7.604 -3.439 -1.381
H 7.864 -3.371 0.365
H 8.847 -1.399 -0.583
H 7.412 -0.906 0.320
Cl -6.563 5.464 -2.873
C -5.596 4.306 -1.922
C -4.141 4.351 -2.294
Cl -3.845 3.714 -3.940
H -6.012 3.316 -2.072
H -5.711 4.577 -0.875
H -3.570 3.727 -1.605
H -3.748 5.363 -2.252
Cl -5.909 5.070 2.105
C -6.120 5.549 3.815
C -5.399 4.627 4.761
Cl -6.144 3.003 4.804
H -7.185 5.579 4.023
H -5.721 6.552 3.910
H -5.439 5.017 5.773
H -4.356 4.510 4.481
Cl -0.688 5.899 -8.483
C -1.304 5.119 -7.003
C -1.666 6.119 -5.942
Cl -0.229 6.942 -5.268
H -0.546 4.424 -6.652
H -2.190 4.554 -7.285
H -2.150 5.609 -5.116
H -2.338 6.880 -6.326
Cl -8.550 9.255 6.873
C -6.858 9.725 7.173
C -5.908 9.038 6.233
Cl -5.801 7.282 6.551
H -6.625 9.498 8.209
H -6.795 10.801 7.030
H -4.906 9.443 6.359
H -6.207 9.171 5.198
Cl 0.020 2.136 -2.209
C -0.255 3.860 -2.575
C 0.611 4.765 -1.745
Cl 0.138 4.745 -0.025
H -1.308 4.073 -2.424
H -0.025 4.001 -3.630
H 0.504 5.789 -2.095
H 1.657 4.482 -1.810
Cl 7.925 -4.973 2.534
C 7.033 -6.485 2.225
C 5.731 -6.526 2.974
Cl 5.976 -6.666 4.738
H 7.679 -7.315 2.495
H 6.841 -6.530 1.155
H 5.158 -7.396 2.664
H 5.138 -5.635 2.788
Cl 9.028 -3.049 5.969
C 9.119 -4.154 7.362
C 7.755 -4.552 7.852
Cl 6.886 -3.189 8.604
H 9.697 -3.666 8.141
H 9.660 -5.038 7.031
H 7.852 -5.325 8.612
H 7.141 -4.935 7.042
Cl 2.312 -0.248 3.127
C 3.978 0.299 3.461
C 5.004 -0.333 2.561
Cl 5.216 -2.070 2.869
H 4.184 0.090 4.506
H 3.989 1.377 3.313
H 5.967 0.142 2.739
H 4.747 -0.216 1.510
Cl 2.348 -6.000 -4.944
C 1.695 -7.652 -5.116
C 0.501 -7.876 -4.234
Cl 0.937 -7.882 -2.506
H 2.494 -8.350 -4.886
H 1.412 -7.782 -6.159
H 0.057 -8.844 -4.455
H -0.251 -7.110 -4.380
*
```

Lowest unoccupied orbital energy ... 0.314 eV
HOMO-LUMO gap ... 9.2 eV